No. 1
Below is a structure of composition C35H51NP2Tb at a distorted geometry, with properties calculated with the ωB97M-V functional and the def2-TZVPD basis.

The geometry in XYZ format:
```
90
Properties=species:S:1:pos:R:3:lowdin_charge:R:1
Tb 0.4223 -0.5465 0.0107 1.462
P -2.4612 -1.0068 -1.6750 0.977
P 2.7803 0.1272 -1.0824 0.830
N -0.7123 1.4205 1.5732 -0.083
C 1.6617 -2.2447 1.7316 -0.346
C 1.8402 4.0240 0.9173 -0.104
C -1.2158 1.2925 3.9642 -0.069
C -2.5431 2.9718 5.0198 -0.104
C -3.9327 -0.3825 -0.9296 -0.153
C -0.0307 2.4931 0.9472 -0.366
C 1.5254 -0.8405 3.8749 -0.036
C 0.1548 -1.2187 -4.1661 -0.134
C 1.1349 -3.8770 -0.2188 -0.053
C 1.3008 4.6740 -0.1926 -0.095
C -1.4599 1.8415 2.6886 -0.300
C -1.5217 -1.8742 3.6469 -0.034
C -2.3303 2.9553 2.6127 -0.037
C 4.0849 -1.0897 -1.3440 -0.252
C 1.1778 1.4120 -3.2273 -0.165
C 1.7414 0.0793 -2.6668 -0.420
C -2.0909 -2.7010 -2.0312 -0.150
C -2.0908 -0.1871 -3.2615 -0.341
C -1.3436 -0.9131 -4.3720 -0.165
C 1.2168 2.9092 1.4780 -0.030
C -0.5938 3.1549 -0.1787 -0.053
C 0.1241 4.1972 -0.7927 -0.083
C -0.3110 1.7060 -3.4100 -0.121
C -0.4283 -2.0762 2.6758 -0.242
C -1.3693 0.9554 -2.5938 -0.371
C 0.9141 -1.6522 2.7947 -0.257
C 3.1422 -2.2062 1.6456 -0.065
C -1.7336 1.8352 5.1218 -0.082
C 0.7870 -1.1187 -2.7404 -0.286
C -1.7669 -3.6649 1.1932 -0.060
C 3.5757 1.7228 -0.9815 -0.234
C -0.5447 -2.8816 1.5134 -0.284
C -1.1324 0.2109 -1.3348 -0.509
C 0.7660 -3.0591 0.9631 -0.331
C -2.8508 3.5283 3.7706 -0.087
H 4.6421 1.6062 -1.2542 0.068
H 0.3371 -4.5684 -0.5071 0.079
H 2.5602 -0.1374 -3.3837 0.120
H -1.4368 -0.3059 -5.2952 0.128
H -0.2654 4.6492 -1.7038 0.103
H 1.8291 5.5344 -0.6455 0.113
H 2.0408 -4.4664 -0.0288 0.092
H 1.3141 -2.0554 -2.5788 0.086
H -0.0227 -1.0083 -2.0236 -0.040
H -2.1192 -0.9838 3.4153 0.077
H -2.1255 1.7437 -2.3737 0.138
H 3.6812 -2.1175 -1.4320 0.056
H 3.5139 2.0012 0.0815 0.038
H 3.1368 2.5170 -1.5937 0.048
H -2.5388 3.4002 1.6522 0.092
H 0.7127 -0.5956 -4.8710 0.115
H 3.6377 -2.3906 2.6147 0.094
H 0.9841 -0.9545 4.8221 0.088
H 1.5883 2.2131 -2.6215 0.068
H 3.4716 -1.2089 1.3261 0.042
H 0.3510 -2.2283 -4.5750 0.124
H -2.3774 -3.3936 -1.2333 0.037
H 1.3589 -3.2810 -1.1232 0.039
H 1.6233 2.3381 2.3185 0.113
H -2.1505 -4.2077 2.0719 0.094
H -1.8513 -1.8666 -4.5944 0.104
H 3.5360 -2.9170 0.9165 0.073
H 4.6920 -0.8325 -2.2352 0.070
H 1.6189 1.6217 -4.2268 0.131
H -0.5470 0.4371 3.9994 0.056
H -2.6667 -2.9753 -2.9337 0.084
H -4.6602 -1.2141 -0.7740 0.078
H 2.5732 -1.1101 4.0416 0.078
H -3.1044 0.0445 -3.6108 0.129
H 2.7608 4.3873 1.3787 0.111
H -2.2216 -2.7211 3.6406 0.079
H -1.5030 1.3789 6.0854 0.107
H -2.5721 -2.9925 0.8721 0.066
H -1.0274 -2.8998 -2.2673 0.077
H -2.9464 3.4085 5.9222 0.093
H -3.7185 0.1170 0.0441 0.087
H 1.5263 0.2294 3.6260 0.070
H -0.4473 2.7708 -3.1651 0.103
H -1.5900 2.8749 -0.5398 0.108
H -1.5940 -4.3892 0.3982 0.062
H -3.4818 4.4122 3.7043 0.101
H 4.7339 -0.9966 -0.4533 0.057
H -4.4002 0.3748 -1.5803 0.080
H -0.5757 1.6434 -4.4771 0.122
H -1.1421 -1.7492 4.6649 0.089
H -1.0247 0.8932 -0.4386 0.004
```

**Multiplicity**: 7
**E_tot**: -79612.5627 eV
**LUMO (spin up / spin down)**: -3.574 / -2.537 eV
**Expectation value of S²**: 12.13
**Total charge**: +1

=====

No. 2
Below is the ion C2H4NOS2 with charge -1 at a distorted geometry, with properties calculated with the ωB97M-V functional and the def2-TZVPD basis.

The geometry in XYZ format:
```
10
Properties=species:S:1:pos:R:3:lowdin_charge:R:1
S -2.7466 -0.1605 -0.0215 0.318
S -0.7779 -1.6562 -0.0710 0.487
O -1.2365 2.0631 -0.0600 -0.078
N -0.2322 0.0181 -0.1565 -0.519
C 1.2431 0.1838 -0.0273 -0.130
C -1.2870 0.8655 -0.0967 -1.094
H 1.7998 -0.7387 0.0923 0.024
H 1.5052 0.8673 -0.9062 0.093
H 0.4185 -2.1965 0.2434 -0.209
H 1.3137 0.7538 1.0036 0.108
```

**E_tot**: -27346.8436 eV
**LUMO**: 3.449 eV
**Energy relative to the best compared isomer or geometry (same formula, charge and spin)**: 24.6 kcal per mole
**Total charge**: -1

=====

No. 3
Below is a cluster of 2 separate species, C6H13N3O2 in total at a distorted geometry, with properties calculated with the ωB97M-V functional and the def2-TZVPD basis.

The geometry in XYZ format:
```
24
Properties=species:S:1:pos:R:3:lowdin_charge:R:1
O -1.1033 -1.6295 1.1559 0.030
O 1.4914 1.8014 -0.1988 -0.075
N -2.3355 -1.0162 -0.6352 0.159
N 0.3469 -0.3789 -0.9204 0.103
N 2.0224 0.5961 0.2702 -0.014
C 1.4409 -0.5292 -0.2686 -0.448
C -1.5004 -0.7480 0.4091 -0.568
C -0.2762 0.9804 1.5790 0.043
C -1.0940 0.6963 0.5718 -0.337
C -1.6137 1.7325 -0.3890 -0.073
C 2.1825 -1.8116 0.0022 -0.003
H -1.3153 1.5049 -1.4344 0.085
H 2.7950 -1.7243 0.9071 0.084
H -2.6160 -1.9822 -0.7661 0.117
H -1.2400 2.7021 -0.1118 0.076
H 0.0710 2.0018 1.7584 0.086
H -0.0380 -1.2723 -1.2035 0.083
H -2.7067 1.7908 -0.3698 0.082
H 1.4737 -2.6388 0.1347 0.086
H 2.8444 -2.0562 -0.8413 0.087
H 0.0662 0.1837 2.2332 0.083
H -2.6840 -0.3149 -1.2710 0.092
H 0.7513 1.4682 -0.7870 0.070
H 3.0377 0.6440 0.1754 0.151
```

**E_tot**: -14995.8246 eV
**LUMO**: 0.798 eV
**SMILES string**: [H]/N=C(\C)NO.C=C(C)C(N)=O
**Energy relative to the best compared isomer or geometry (same formula, charge and spin)**: 51.3 kcal per mole

=====

No. 4
Below is an isolated molecule of C21H18Cl2F3NO8, with properties calculated with the ωB97M-V functional and the def2-TZVPD basis.

The geometry in XYZ format:
```
53
Properties=species:S:1:pos:R:3:lowdin_charge:R:1
Cl -0.1709 2.1598 -4.1848 0.687
Cl -1.7710 4.6021 -2.5077 0.616
F 3.7593 1.0630 3.8037 0.121
F 5.8282 1.3465 3.2235 0.145
F 5.1916 -0.4993 4.1771 0.123
O -4.2316 1.1184 -0.9095 0.110
O 1.8006 1.9831 -1.8782 0.127
O 2.1804 3.2289 2.1593 0.148
O -5.1389 1.4276 -2.9096 0.130
O 2.9275 1.9140 0.6252 -0.020
O 1.9954 -2.5888 -0.0801 0.137
O -1.6915 -5.1304 1.9077 0.151
O -2.0021 -3.4475 0.4839 -0.026
N 1.9192 2.8646 1.1012 0.051
C 2.3791 -0.3848 0.6123 -0.050
C 4.5716 -0.1870 1.9331 -0.044
C 2.2746 0.8290 0.0852 -0.157
C -0.7348 -1.9354 -0.8437 -0.085
C 3.1654 -0.7939 1.8206 -0.078
C -1.7900 -2.9901 2.8761 0.025
C -0.9159 0.6606 -2.0005 -0.114
C 1.5965 -1.4513 -0.0764 -0.271
C -1.8103 -3.9593 1.7349 -0.541
C 0.2428 0.2467 -1.3130 -0.008
C 1.4475 1.1145 -1.1319 -0.270
C 4.8373 0.4500 3.2786 -0.622
C -0.7573 -3.3179 -0.2523 -0.082
C -0.8608 3.2275 -1.7401 -0.700
C -4.2823 0.9291 -2.2425 -0.524
C -1.9809 -0.2584 -2.1076 -0.118
C -1.4000 3.0322 -0.3276 -0.095
C 0.3352 -1.0415 -0.7578 -0.012
C -1.0849 2.0220 -2.6552 -0.676
C -3.2573 0.0228 -2.8788 -0.033
C -1.8695 -1.5153 -1.5255 0.057
H -1.7836 3.9892 0.0123 0.066
H 3.2831 -1.8710 1.7466 0.118
H -4.6154 1.9968 -0.7676 0.134
H -2.1154 2.0822 -2.9722 0.054
H -0.7750 -2.6822 3.1133 0.089
H -3.7693 -0.9036 -3.1211 0.138
H -0.7106 -4.0874 -1.0177 0.147
H 2.5538 -0.6239 2.7045 0.137
H 4.8141 0.5258 1.1548 0.124
H -0.6002 2.7573 0.3549 0.062
H 0.0599 -3.4848 0.4354 0.114
H 0.1664 3.5570 -1.7195 0.077
H -2.4166 -2.1212 2.6990 0.086
H -2.1780 -3.5071 3.7471 0.089
H -2.2244 2.3317 -0.2884 0.064
H -2.9948 0.4913 -3.8225 0.132
H 5.3016 -0.9879 1.8610 0.133
H -2.6980 -2.2039 -1.6192 0.136
```

**E_tot**: -73134.1530 eV
**LUMO**: -1.602 eV
**SMILES string**: CC(=O)OCc1cc(CC(=O)O)c([C@H](Cl)[C@H](C)Cl)c2c1C(=O)C(CCC(F)(F)F)=C(ON=O)C2=O

=====

Here are the calculated molecular weight numbers, same order: 706.673; 122.194; 159.189; 540.274 (u).